Record 1
Molecular formula: C4H9ClSi
Method: DFT, ωB97M-V/def2-TZVPD

As for the SMILES: C=C[Si@H](Cl)CC. The calculation puts the total energy at -24693.755 eV. The energy above the lowest of the compared OMol25 structures with the same formula, charge and spin is 164.34 kJ/mol. The calculation puts the gap between HOMO and LUMO at 10.91 eV. The calculation puts the HOMO energy at -10.14 eV.

Structure (XYZ):
```
15
C4H9ClSi | the OMol25 dataset | ωB97M-V/def2-TZVPD
Si -0.99 -0.65 -0.20
H 1.92 -0.34 -0.85
C 1.93 -0.62 0.26
H -1.79 1.52 1.19
H -1.27 3.31 -0.26
H 2.93 -1.10 0.49
H 1.71 0.21 0.86
H 0.96 -2.28 -0.57
H 0.39 -1.87 1.18
C -1.35 1.25 0.28
H -1.22 -0.81 -1.66
C -0.98 2.30 -0.48
Cl -2.25 -1.66 1.11
C 0.66 -1.54 0.24
H -0.66 2.29 -1.58
```

---

Record 2
Molecular formula: C4H9F
Method: DFT, ωB97M-V/def2-TZVPD

As for the SMILES: CC(C)(C)F. The calculation puts the total energy at -7010.364 eV. The energy above the lowest of the compared OMol25 structures with the same formula, charge and spin is 130.04 kJ/mol. The calculation puts the gap between HOMO and LUMO at 11.88 eV. The calculation puts the HOMO energy at -10.88 eV.

Structure (XYZ):
```
14
C4H9F | the OMol25 dataset | ωB97M-V/def2-TZVPD
H -0.17 -1.47 1.88
H 0.14 -1.84 0.23
C 1.01 0.35 -0.93
H -1.71 1.61 -0.33
H 2.13 0.35 -0.57
H -1.61 -0.01 -1.06
H 0.83 1.48 -1.29
F 0.23 1.16 1.26
H 1.47 -1.04 1.06
H 0.99 -0.36 -1.85
C -1.50 0.55 -0.16
H -2.14 0.13 0.50
C 0.30 -1.13 0.95
C 0.02 0.23 0.32
```

---

Record 3
Molecular formula: C4H9F2N
Method: DFT, ωB97M-V/def2-TZVPD

The calculation puts the total energy at -11215.427 eV. The energy above the lowest of the compared OMol25 structures with the same formula, charge and spin is 331.47 kJ/mol. The calculation puts the gap between HOMO and LUMO at 9.32 eV. The calculation puts the HOMO energy at -8.39 eV.

Structure (XYZ):
```
16
C4H9F2N | the OMol25 dataset | ωB97M-V/def2-TZVPD
H -1.49 1.43 0.64
C -0.45 1.61 0.74
F -1.86 -1.48 0.59
C -0.72 -1.81 -0.08
H -0.21 2.60 0.08
H 1.40 -0.29 -1.30
H 0.22 -0.78 1.71
H -0.02 0.61 -1.93
H 1.41 -1.14 0.48
H -0.07 1.99 2.12
H 1.57 1.57 -1.28
F -0.75 -1.61 -1.39
C 0.29 -0.87 0.60
H -0.47 -3.05 0.02
N 0.39 0.51 0.18
C 0.76 0.71 -1.17
```

---

Record 4
Molecular formula: C4H9F3N2OS
Method: DFT, ωB97M-V/def2-TZVPD

The calculation puts the total energy at -28306.766 eV. The calculation puts the gap between HOMO and LUMO at 9.51 eV. The calculation puts the HOMO energy at -8.89 eV.

Structure (XYZ):
```
20
C4H9F3N2OS | the OMol25 dataset | ωB97M-V/def2-TZVPD
F -3.51 1.15 0.86
S 0.94 -0.76 -0.24
F -2.85 -0.90 0.41
H -1.15 1.86 0.16
C 2.74 1.80 0.75
H -0.70 -2.24 -0.49
O 1.02 -0.63 1.21
H -0.84 0.32 1.04
N -0.50 0.01 -0.86
H 2.93 0.62 -0.83
C -1.24 0.79 0.19
C -2.71 0.40 0.07
H -0.48 0.31 -1.81
F -3.10 0.46 -1.22
H 0.43 -3.13 0.45
H 3.73 1.80 1.28
H 1.99 2.39 1.17
C 0.33 -2.47 -0.48
N 2.37 1.36 -0.37
H 0.59 -3.16 -1.32
```

---

Record 5
Molecular formula: C4H9F5N3P3
Method: DFT, ωB97M-V/def2-TZVPD

The calculation puts the total energy at -50222.937 eV. The energy above the lowest of the compared OMol25 structures with the same formula, charge and spin is 149.76 kJ/mol. The calculation puts the gap between HOMO and LUMO at 8.37 eV. The calculation puts the HOMO energy at -9.70 eV.

Structure (XYZ):
```
24
C4H9F5N3P3 | the OMol25 dataset | ωB97M-V/def2-TZVPD
F -1.24 -0.93 -2.08
H -0.57 -4.04 -0.32
H -1.80 -3.21 0.77
P -0.87 2.43 -0.24
H 1.12 -2.18 -0.84
H -0.26 -1.05 2.53
C -1.03 -3.02 -0.04
P -0.06 0.07 -1.50
H -0.79 -0.03 1.15
F 2.33 2.12 -2.03
H 1.47 -0.75 0.31
C -0.84 -1.08 1.55
C 0.79 -1.34 -0.28
F -2.09 3.24 -0.92
N -1.07 0.88 -0.56
N 1.94 1.35 0.62
F 2.86 3.68 -0.45
F -1.35 2.52 1.24
H -1.56 -2.58 -0.92
N 0.44 3.20 -0.65
C -0.22 -1.89 0.47
H -1.97 -1.09 1.74
P 1.85 2.46 -0.49
H 2.90 1.23 0.93
```

---

Record 6
Molecular formula: C4H9FN2
Method: DFT, ωB97M-V/def2-TZVPD

As for the SMILES: [H]/N=N/[H].CC/C=C/F. The calculation puts the total energy at -9988.244 eV. The energy above the lowest of the compared OMol25 structures with the same formula, charge and spin is 339.63 kJ/mol. The calculation puts the gap between HOMO and LUMO at 9.93 eV. The calculation puts the HOMO energy at -9.27 eV.

Structure (XYZ):
```
16
C4H9FN2 | the OMol25 dataset | ωB97M-V/def2-TZVPD
H -1.81 1.89 -1.41
C -0.88 -0.05 -0.80
N 0.48 -1.63 2.29
H -0.25 1.60 -2.17
C -0.03 0.40 0.36
F 1.89 1.46 1.28
C 1.20 0.83 0.29
H -0.43 -0.83 -1.44
H -1.66 0.82 -2.70
H 1.86 0.76 -0.60
C -1.29 1.10 -1.79
H 1.62 -1.94 0.80
H 0.24 -1.95 3.19
H -1.83 -0.61 -0.38
N 1.39 -2.30 1.75
H -0.51 0.44 1.32
```